Record 1
A molecular structure, C42H42BiClN10O3P2S, computed with ωB97M-V/def2-TZVPD.

Geometry (Å):
Bi: 0.346 0.915 1.124
N: 1.098 -1.360 2.647
N: 0.790 -1.278 4.008
C: 0.552 -0.114 4.628
N: 0.250 -0.180 5.921
S: 0.651 1.421 3.891
H: 0.441 -2.004 2.198
H: 2.056 -1.679 2.535
H: 0.726 -2.141 4.530
H: 0.243 -1.044 6.440
H: 0.089 0.676 6.426
N: -2.457 -1.926 -0.042
P: -2.001 -2.176 1.580
C: -3.196 -3.394 2.191
C: -2.767 -4.712 2.337
C: -3.663 -5.702 2.718
C: -4.990 -5.377 2.956
C: -5.425 -4.064 2.815
C: -4.533 -3.075 2.436
C: -2.537 -0.641 2.427
C: -2.752 0.551 1.734
C: -3.012 1.736 2.421
C: -3.073 1.737 3.805
C: -2.876 0.550 4.503
C: -2.600 -0.625 3.822
P: -1.339 -2.146 -1.307
C: -1.899 -3.627 -2.186
C: -2.740 -4.562 -1.588
C: -3.117 -5.701 -2.287
C: -2.654 -5.913 -3.576
C: -1.807 -4.987 -4.173
C: -1.426 -3.850 -3.480
C: -2.112 0.624 -1.878
C: -3.053 1.502 -2.253
C: -2.625 2.752 -2.905
C: -1.399 2.936 -3.435
C: -0.199 2.095 -3.074
C: -0.707 0.997 -2.173
H: -3.450 -1.919 -0.261
H: -1.732 -4.968 2.142
H: -3.325 -6.724 2.830
H: -5.689 -6.146 3.254
H: -6.461 -3.814 3.003
H: -4.876 -2.051 2.339
H: -2.761 0.553 0.650
H: -3.187 2.648 1.863
H: -3.290 2.651 4.340
H: -2.952 0.541 5.583
H: -2.467 -1.548 4.378
H: -3.105 -4.408 -0.579
H: -3.776 -6.422 -1.821
H: -2.951 -6.801 -4.118
H: -1.443 -5.154 -5.178
H: -0.760 -3.135 -3.951
H: -4.082 1.195 -2.400
H: -3.392 3.482 -3.135
H: -1.224 3.814 -4.044
H: 0.589 2.746 -2.687
H: 0.098 -0.534 -1.071
N: 3.614 0.655 2.397
C: 3.712 0.491 1.064
N: 4.925 0.340 0.577
C: 5.014 0.165 -0.745
N: 6.215 0.000 -1.275
N: 3.954 0.154 -1.587
C: 2.788 0.316 -1.028
N: 2.567 0.444 0.312
C: 1.626 0.405 -1.917
C: 1.691 0.543 -3.240
C: 0.417 0.842 -3.954
C: -0.886 0.095 -3.378
C: -1.898 -0.822 -2.491
N: 0.341 0.452 -1.280
H: 4.496 0.813 2.861
H: 2.802 1.095 2.810
H: 7.031 0.092 -0.692
H: 6.310 -0.107 -2.270
H: 2.649 0.557 -3.739
H: 0.507 0.892 -5.036
H: -1.619 0.571 -4.025
H: -2.746 -1.187 -3.071
C: 3.507 3.764 -3.292
C: 4.092 3.802 -1.910
C: 5.414 3.448 -1.680
C: 5.962 3.538 -0.410
Cl: 7.612 3.065 -0.152
C: 5.209 4.007 0.649
C: 3.883 4.360 0.439
C: 3.327 4.241 -0.826
O: 2.020 4.562 -1.143
C: 1.080 4.835 -0.121
C: 0.615 3.506 0.443
O: -0.457 2.964 0.101
O: 1.414 2.863 1.216
H: 4.215 3.331 -3.997
H: 3.254 4.769 -3.635
H: 2.587 3.181 -3.316
H: 6.029 3.115 -2.506
H: 5.652 4.103 1.631
H: 3.304 4.713 1.278
H: 0.243 5.332 -0.604
H: 1.481 5.475 0.666

Output
F_max = 0.17 eV/Å
Total charge = +2
ΔE to the lowest compared entry with this formula, charge and spin = 162.83 kcal/mol

These are the Mulliken partial charges, in e, on atoms 1 to 4:
1 Bi 0.908
2 N -0.530
3 N -0.259
4 C 0.959


Record 2
9 unconnected molecules or ions with the total composition C27H78O33P6S3 in a non-equilibrium geometry, computed with ωB97M-V/def2-TZVPD.

Geometry (Å):
C: -15.797 11.133 -3.494
C: -15.692 10.417 -2.174
O: -16.991 10.259 -1.637
S: -17.111 9.681 -0.103
C: -16.978 7.864 -0.394
O: -15.924 10.109 0.703
O: -18.517 9.926 0.326
H: -14.860 11.170 -4.050
H: -15.875 12.217 -3.411
H: -16.502 10.724 -4.218
H: -15.173 9.459 -2.206
H: -15.066 11.024 -1.521
H: -15.942 7.647 -0.654
H: -17.624 7.555 -1.216
H: -17.345 7.282 0.452
C: -30.566 21.362 -9.975
C: -29.464 20.916 -11.038
O: -28.387 20.394 -10.314
S: -27.269 19.575 -11.216
C: -28.021 17.789 -11.339
O: -27.186 20.247 -12.532
O: -26.107 19.435 -10.318
H: -31.562 21.494 -10.397
H: -30.370 22.343 -9.542
H: -30.631 20.653 -9.150
H: -29.933 20.175 -11.685
H: -29.241 21.834 -11.583
H: -28.042 17.400 -10.322
H: -27.288 17.208 -11.899
H: -28.910 17.726 -11.967
C: -24.352 -2.596 -11.715
C: -23.673 -1.561 -10.872
O: -24.370 -1.378 -9.761
S: -23.860 -2.134 -8.294
C: -22.538 -0.920 -7.818
O: -24.958 -2.063 -7.319
O: -23.133 -3.426 -8.545
H: -24.600 -3.506 -11.170
H: -23.712 -2.929 -12.532
H: -25.279 -2.304 -12.209
H: -22.705 -1.954 -10.562
H: -23.474 -0.631 -11.406
H: -21.956 -0.807 -8.733
H: -22.022 -1.289 -6.932
H: -23.149 -0.031 -7.658
C: -23.335 14.006 -7.127
O: -24.764 13.732 -7.034
P: -25.433 13.394 -5.625
O: -26.861 12.940 -5.795
O: -24.432 12.313 -4.976
C: -24.918 11.254 -4.153
O: -25.128 14.756 -4.808
C: -25.535 15.986 -5.281
H: -22.758 13.171 -7.524
H: -22.970 14.273 -6.135
H: -23.184 14.901 -7.730
H: -24.878 10.365 -4.783
H: -25.941 11.308 -3.781
H: -24.270 11.091 -3.291
H: -24.715 16.552 -5.724
H: -25.807 16.686 -4.491
H: -26.410 15.926 -5.928
C: -25.804 5.036 -8.389
O: -24.618 5.803 -7.992
P: -23.414 6.146 -9.082
O: -22.681 4.937 -9.601
O: -24.225 7.039 -10.219
C: -25.159 8.043 -9.803
O: -22.450 7.161 -8.276
C: -22.028 6.749 -6.990
H: -26.665 5.680 -8.563
H: -26.097 4.222 -7.727
H: -25.540 4.479 -9.289
H: -24.984 9.034 -10.220
H: -25.107 8.088 -8.715
H: -26.179 7.763 -10.068
H: -22.435 7.203 -6.086
H: -20.947 6.877 -6.931
H: -22.096 5.672 -6.834
C: -30.140 8.900 -19.245
O: -30.813 9.038 -17.972
P: -32.397 9.355 -17.889
O: -33.153 8.730 -18.981
O: -32.836 8.923 -16.347
C: -32.088 9.435 -15.291
O: -32.569 10.966 -17.856
C: -32.723 11.594 -19.105
H: -30.739 9.344 -20.040
H: -29.917 7.849 -19.432
H: -29.243 9.513 -19.167
H: -32.737 9.784 -14.488
H: -31.427 10.258 -15.564
H: -31.480 8.623 -14.891
H: -31.897 11.401 -19.789
H: -32.810 12.676 -19.012
H: -33.654 11.187 -19.500
C: -11.282 1.801 -4.649
O: -11.264 2.926 -5.567
P: -12.197 4.263 -5.278
O: -12.121 4.719 -3.899
O: -11.841 5.357 -6.439
C: -10.418 5.523 -6.609
O: -13.725 3.845 -5.670
C: -13.919 3.148 -6.898
H: -10.330 1.819 -4.118
H: -11.306 0.869 -5.214
H: -12.049 1.746 -3.877
H: -10.018 5.952 -5.690
H: -10.242 6.374 -7.267
H: -9.826 4.706 -7.021
H: -14.956 2.881 -7.100
H: -13.267 2.277 -6.962
H: -13.682 3.788 -7.748
C: -31.368 0.342 -11.943
O: -30.439 0.585 -12.960
P: -30.235 1.981 -13.783
O: -30.288 3.148 -12.929
O: -31.377 1.831 -14.929
C: -32.688 2.276 -14.622
O: -28.863 1.755 -14.623
C: -28.536 2.622 -15.646
H: -32.165 -0.342 -12.234
H: -31.703 1.301 -11.548
H: -30.780 -0.157 -11.173
H: -32.875 2.239 -13.549
H: -33.467 1.685 -15.104
H: -32.803 3.309 -14.949
H: -28.388 2.261 -16.664
H: -27.604 3.082 -15.320
H: -29.370 3.302 -15.822
C: -37.939 5.357 -7.622
O: -37.621 6.448 -6.808
P: -37.103 7.853 -7.448
O: -36.976 8.954 -6.451
O: -35.776 7.467 -8.321
C: -34.694 6.824 -7.653
O: -38.197 8.150 -8.676
C: -39.568 8.337 -8.435
H: -38.097 5.623 -8.667
H: -38.855 4.884 -7.269
H: -37.191 4.566 -7.558
H: -34.323 6.157 -8.431
H: -34.957 6.273 -6.750
H: -33.975 7.575 -7.326
H: -39.818 9.393 -8.529
H: -39.926 8.077 -7.439
H: -40.139 7.831 -9.213

Output
F_max = 6.68 eV/Å
SMILES = CCOS(C)(=O)=O.CCOS(C)(=O)=O.CCOS(C)(=O)=O.COP(=O)(OC)OC.COP(=O)(OC)OC.COP(=O)(OC)OC.COP(=O)(OC)OC.COP(=O)(OC)OC.COP(=O)(OC)OC
ΔE to the lowest compared entry with this formula, charge and spin = 78.97 kcal/mol

These are the Mulliken partial charges, in e, on atoms 1 to 4:
1 C -1.280
2 C -0.101
3 O -0.280
4 S 1.118


Record 3
2 unconnected molecules or ions with the total composition C9H14O in a non-equilibrium geometry, computed with ωB97M-V/def2-TZVPD.

Geometry (Å):
C: -2.671 -1.714 1.493
C: -1.678 -0.699 1.618
C: -1.980 0.420 2.311
C: -1.101 1.454 2.786
C: 0.090 1.361 2.035
O: 0.986 2.356 2.083
C: 0.515 0.140 1.343
C: -0.360 -0.872 1.117
H: -3.662 -1.197 1.647
H: -2.384 -2.500 2.216
H: -2.610 -2.216 0.410
H: -3.100 0.435 2.609
H: -1.294 2.046 3.583
H: 1.730 2.176 1.490
H: 1.602 0.109 1.028
H: -0.298 -1.802 0.655
C: 1.664 -0.558 -3.682
C: 2.376 0.734 -3.388
H: 1.756 -1.377 -2.877
H: 0.586 -0.486 -3.855
H: 2.024 -1.256 -4.544
H: 2.185 1.573 -4.141
H: 3.434 0.686 -3.572
H: 2.189 1.190 -2.366

Output
F_max = 6.76 eV/Å
SMILES = Cc1ccc(O)cc1.CC
ΔE to the lowest compared entry with this formula, charge and spin = 51.75 kcal/mol

These are the Mulliken partial charges, in e, on atoms 1 to 4:
1 C -1.245
2 C 0.901
3 C -0.264
4 C -0.814


Record 4
A molecular structure, C4H8N2S in a non-equilibrium geometry, computed with ωB97M-V/def2-TZVPD.

Geometry (Å):
C: -0.594 0.717 1.981
C: -0.104 0.882 0.616
C: -0.940 1.339 -0.410
C: 1.419 -0.436 -0.319
H: 0.183 -0.373 2.357
H: -0.082 1.655 2.503
H: -1.911 0.502 2.121
H: -1.980 1.849 -0.302
H: -0.491 1.104 -1.494
H: 2.479 -0.936 -0.537
H: -0.454 -1.290 -0.470
H: 0.121 -1.627 -3.396
N: 1.271 0.525 0.457
N: 0.404 -1.412 -0.866
S: 0.680 -2.496 -2.242

Output
F_max = 6.13 eV/Å
ΔE to the lowest compared entry with this formula, charge and spin = 131.17 kcal/mol

These are the Mulliken partial charges, in e, on atoms 1 to 4:
1 C -0.798
2 C 0.301
3 C -0.560
4 C 0.069


Record 5
C4H6N2O in the gas phase, computed with ωB97M-V/def2-TZVPD.

Geometry (Å):
O: 1.839 -1.425 1.179
C: 0.980 -0.734 0.651
N: -0.349 -1.087 0.558
C: -1.187 -0.568 -0.514
C: -1.038 0.865 -0.830
C: 0.124 1.419 -0.132
N: 1.204 0.496 0.101
H: -0.506 -2.037 0.847
H: -2.245 -0.753 -0.284
H: -1.026 -1.093 -1.481
H: 2.146 0.727 -0.143
H: 0.495 2.360 -0.541
H: -0.379 1.707 0.824

Output
F_max = 0.63 eV/Å
ΔE to the lowest compared entry with this formula, charge and spin = 76.14 kcal/mol

These are the Mulliken partial charges, in e, on atoms 1 to 4:
1 O -0.658
2 C 0.317
3 N -0.224
4 C -0.226